Computed, not measured: C3H4O3 in the gas phase, with ωB97M-V with the def2-TZVPD basis set.

Atoms and positions in Å:
O1 1.895 0.698 -0.258
C1 1.366 -0.353 0.505
C2 -0.115 -0.536 0.594
O2 -0.660 0.317 -0.269
C3 -2.058 0.207 -0.384
O3 -2.577 -0.626 -1.047
H1 1.261 0.896 -0.960
H2 1.710 -1.347 0.154
H3 1.744 -0.266 1.532
H4 -2.552 1.015 0.168

Values from the calculation:
Molecular weight   88.1 g/mol
Multiplicity   1
ΔE to the lowest compared entry with this formula, charge and spin   87.85 kcal/mol
HOMO energy   -9.436 eV
LUMO   0.46 eV
Gap between HOMO and LUMO   9.893 eV